1.
154
Properties=species:S:1:pos:R:3:forces:R:3 method="wB97M-V/def2-TZVPD" total_charge=+1 homo_lumo_gap_ev=4.9 lumo_energy_ev=-4.545 molar_mass_g_mol=1006.19 homo_energy_ev=-9.49
C -3.799 -2.491 3.157 0.16 -0.22 -0.07
C -4.516 -2.723 1.792 1.03 0.49 1.36
O -5.408 -1.628 1.596 0.23 -0.08 -0.59
C -6.014 -1.670 0.317 -1.23 -0.41 0.35
C -6.973 -0.435 0.182 1.43 -1.39 -0.53
O -8.241 -0.980 -0.181 -0.55 0.87 0.67
C -9.269 -0.023 -0.352 -0.19 -0.30 -0.66
C -9.551 0.858 0.894 0.07 -1.22 0.83
C -9.795 0.101 2.074 0.11 0.63 0.63
N -9.792 -1.326 2.094 -1.70 0.82 0.04
C -10.843 -1.804 1.624 0.91 -1.17 -2.29
O -11.607 -2.333 0.914 0.45 0.74 1.87
C -10.054 0.774 3.286 0.36 1.33 -1.43
F -10.271 0.102 4.380 0.05 0.07 -0.38
C -10.094 2.200 3.256 0.14 1.52 -0.35
P -10.515 2.960 4.936 -0.75 -2.05 3.49
O -11.973 3.727 4.875 1.63 0.41 -1.50
O -9.291 3.967 5.376 -0.42 0.42 -1.53
C -9.868 2.902 2.063 0.27 -1.53 0.81
C -9.958 4.426 1.994 -0.42 1.18 -1.19
F -8.888 5.008 1.417 -0.43 -0.59 0.32
F -11.044 4.722 1.217 0.48 -0.15 0.41
F -10.141 5.062 3.148 0.03 -0.76 -0.09
N -9.603 2.219 0.909 0.01 -0.19 -0.32
C -9.366 2.894 -0.399 0.85 0.09 -2.00
C -7.866 2.883 -0.883 -0.15 0.85 0.96
C -6.810 3.036 0.244 0.99 -0.07 -1.01
C -5.392 3.034 -0.449 -0.45 1.56 1.39
C -4.314 3.128 0.684 0.20 -1.27 -0.61
C -3.726 1.680 0.888 0.02 1.40 0.32
C -2.904 1.614 2.209 -1.24 0.07 -0.75
C -3.848 1.649 3.460 1.19 0.44 0.18
C -3.182 2.568 4.555 -1.19 -0.89 0.20
C -3.601 4.066 4.448 0.57 -0.02 -0.50
C -2.605 4.974 3.664 0.23 0.68 1.04
C -1.105 4.814 4.115 -0.44 0.06 -1.24
N -0.375 4.039 3.103 0.90 -1.27 -0.33
C 0.250 2.824 3.279 0.65 -0.78 0.38
C 0.845 2.393 2.108 -0.55 0.82 -0.63
C 0.545 3.398 1.080 -0.37 -0.44 2.38
C -0.185 4.348 1.787 -0.46 1.32 -1.53
H -4.469 -1.996 3.882 0.17 -0.27 -0.39
H -3.472 -3.455 3.598 -0.24 0.50 -0.30
H -2.888 -1.874 3.054 -0.51 -0.14 -0.06
H -3.736 -2.695 1.006 -0.54 -0.41 0.10
H -5.032 -3.700 1.862 -0.03 0.49 -0.52
H -5.306 -1.759 -0.530 -0.04 0.27 0.53
H -6.661 -2.581 0.298 0.28 0.51 -0.29
H -6.953 0.066 1.168 -0.27 0.01 -0.50
H -6.584 0.178 -0.653 -0.33 0.24 0.58
H -10.191 -0.623 -0.517 0.46 0.42 0.04
H -9.086 0.523 -1.290 -0.15 0.17 0.58
H -12.026 4.423 4.196 -0.31 0.05 0.33
H -9.076 3.868 6.313 -0.24 -0.23 -0.14
H -9.693 3.938 -0.442 -0.15 -0.59 0.68
H -9.944 2.372 -1.186 -0.03 0.25 0.79
H -7.765 3.789 -1.519 -0.12 -0.58 0.23
H -7.618 2.029 -1.535 -0.24 0.19 0.44
H -6.858 4.010 0.768 -0.33 -0.52 -0.34
H -6.842 2.253 1.026 -0.13 0.16 -0.42
H -5.357 3.995 -1.008 -0.02 -0.80 -0.15
H -5.263 2.172 -1.126 0.10 0.39 0.30
H -4.788 3.500 1.618 0.27 -0.20 -0.50
H -3.486 3.817 0.436 -0.41 -0.27 0.01
H -4.608 1.007 0.876 0.70 -0.11 0.13
H -3.070 1.491 0.013 -0.46 -0.17 0.42
H -2.269 0.710 2.159 -0.18 0.50 0.44
H -2.264 2.520 2.227 -0.10 -0.68 -0.08
H -3.992 0.624 3.846 0.01 0.45 -0.14
H -4.851 2.075 3.240 0.49 -0.35 -0.12
H -2.095 2.388 4.508 -0.45 0.33 0.11
H -3.531 2.179 5.535 0.29 0.34 -0.37
H -3.720 4.489 5.463 0.07 -0.20 -0.47
H -4.583 4.149 3.933 0.41 -0.13 0.47
H -2.868 6.029 3.903 -0.06 -0.58 -0.33
H -2.675 4.861 2.568 0.03 -0.09 0.53
H -1.022 4.281 5.075 0.05 0.35 -0.38
H -0.623 5.811 4.167 -0.27 -0.57 0.24
H 0.283 2.317 4.249 -0.11 0.42 -0.39
H 1.423 1.483 1.956 -0.22 0.47 0.29
H 0.832 3.418 0.029 -0.11 0.02 0.52
H -0.612 5.278 1.391 0.25 -0.41 0.23
C 5.966 -2.577 -0.885 -0.05 0.33 -0.18
O 5.138 -2.184 -1.969 0.02 -0.31 0.24
C 4.018 -3.035 -2.193 -0.26 0.18 -0.41
C 2.722 -2.377 -1.743 0.27 -0.02 0.27
N 2.642 -2.274 -0.289 -0.10 0.17 -0.08
C 1.609 -1.367 0.204 0.12 -0.10 0.10
C 1.623 0.095 -0.252 -0.19 0.03 0.10
O 2.689 0.871 0.275 -0.07 -0.23 -0.37
C 3.938 0.686 -0.374 0.06 0.27 0.33
H 6.902 -2.031 -0.963 -0.03 -0.05 -0.09
H 5.509 -2.319 0.077 0.03 -0.18 0.11
H 6.185 -3.647 -0.915 -0.01 0.00 0.05
H 4.151 -4.019 -1.729 0.05 0.12 0.16
H 3.961 -3.189 -3.273 -0.01 -0.07 0.04
H 1.873 -2.963 -2.109 -0.01 0.01 0.00
H 2.686 -1.389 -2.218 -0.04 -0.05 -0.19
H 3.532 -1.966 0.075 0.04 -0.06 -0.05
H 1.687 -1.368 1.296 -0.07 0.04 -0.02
H 0.628 -1.796 -0.035 0.02 0.07 -0.09
H 0.709 0.558 0.132 0.02 -0.01 0.03
H 1.570 0.202 -1.342 0.18 -0.08 -0.03
H 3.826 0.536 -1.450 0.00 -0.15 0.02
H 4.485 -0.141 0.083 0.08 -0.10 -0.24
H 4.528 1.589 -0.213 -0.09 0.01 0.00
C 6.469 -3.604 -9.901 0.14 -0.03 0.20
O 7.005 -2.611 -9.046 -0.20 -0.05 -0.31
C 6.527 -1.295 -9.304 0.17 0.29 0.29
C 5.547 -0.836 -8.234 -0.07 -0.33 -0.11
N 4.280 -1.555 -8.315 0.07 0.03 0.16
C 3.423 -1.420 -7.139 -0.08 -0.08 -0.13
C 3.973 -1.827 -5.769 -0.21 0.10 0.10
O 4.154 -3.222 -5.593 0.10 0.18 -0.09
C 5.327 -3.751 -6.190 -0.21 -0.31 0.19
H 7.080 -4.500 -9.795 0.03 0.06 0.04
H 5.444 -3.865 -9.619 -0.08 -0.01 -0.17
H 6.493 -3.288 -10.948 -0.06 0.00 0.00
H 6.096 -1.207 -10.307 -0.08 -0.14 0.06
H 7.400 -0.639 -9.264 -0.02 0.02 -0.03
H 5.360 0.236 -8.353 0.00 0.00 0.01
H 6.037 -0.991 -7.266 0.13 0.15 -0.01
H 4.461 -2.537 -8.462 0.05 0.02 -0.04
H 2.534 -2.030 -7.328 -0.01 0.04 0.06
H 3.077 -0.381 -7.080 0.10 0.00 0.06
H 3.225 -1.536 -5.025 -0.02 -0.04 -0.02
H 4.884 -1.282 -5.496 0.09 -0.08 -0.11
H 6.170 -3.060 -6.126 -0.03 0.05 -0.12
H 5.131 -4.039 -7.225 0.22 0.09 -0.08
H 5.589 -4.662 -5.648 -0.04 0.06 0.05
C 10.576 -1.498 4.468 0.03 0.18 -0.18
O 11.557 -1.391 3.453 -0.12 -0.20 0.29
C 12.398 -2.534 3.328 0.29 0.04 -0.34
C 12.062 -3.344 2.085 -0.29 0.08 0.19
N 10.777 -4.024 2.213 0.03 0.09 -0.15
C 10.230 -4.540 0.959 -0.08 -0.05 0.14
C 10.003 -3.572 -0.206 -0.06 -0.24 -0.15
O 8.942 -2.649 -0.011 0.30 0.02 0.06
C 9.257 -1.540 0.813 -0.38 -0.02 -0.12
H 10.174 -0.501 4.648 0.06 0.01 -0.04
H 9.746 -2.140 4.156 -0.03 -0.10 0.16
H 11.003 -1.875 5.401 -0.03 -0.05 -0.01
H 12.378 -3.155 4.230 -0.17 0.02 -0.03
H 13.416 -2.153 3.217 0.01 -0.03 0.02
H 12.847 -4.088 1.917 -0.01 0.00 -0.01
H 12.066 -2.647 1.239 0.20 0.03 -0.02
H 10.101 -3.391 2.615 0.05 0.02 0.04
H 9.263 -4.990 1.202 0.02 -0.02 -0.07
H 10.871 -5.357 0.611 0.04 0.09 -0.05
H 9.708 -4.175 -1.069 -0.06 0.01 0.04
H 10.917 -3.050 -0.510 0.00 0.10 0.16
H 10.283 -1.195 0.667 0.04 -0.07 0.11
H 9.068 -1.778 1.861 0.22 0.12 0.09
H 8.580 -0.726 0.542 0.02 -0.05 -0.06

***

2.
60
Properties=species:S:1:pos:R:3:forces:R:3 method="wB97M-V/def2-TZVPD" total_charge=0 homo_lumo_gap_ev=8.6 lumo_energy_ev=0.696 molar_mass_g_mol=401.51 e_above_lowest_kj_mol=30.1 smiles="CCCn1c(CN2CCN(C(=O)OCC)CC2)nc2cc(NC(=O)CC)ccc21" homo_energy_ev=-7.95
C 0.458 4.027 1.773 0.20 0.06 -0.11
C 1.503 4.280 0.694 -0.22 -0.11 -0.08
H 1.565 5.350 0.484 0.09 0.01 -0.02
H 2.478 3.948 1.053 0.06 0.07 -0.05
C 1.179 3.552 -0.616 0.18 0.50 0.16
N 1.215 2.122 -0.460 -0.16 -0.26 -0.04
C 0.178 1.229 -0.348 0.19 -0.02 -0.05
N 0.578 0.010 -0.128 -0.40 -0.30 -0.06
C 1.947 0.059 -0.089 0.38 0.73 -0.07
C 2.874 -0.953 0.112 0.09 0.19 -0.04
C 4.220 -0.613 0.098 -0.22 0.24 -0.07
C 4.630 0.710 -0.119 0.24 0.07 -0.01
C 3.715 1.722 -0.318 -0.20 0.08 -0.03
C 2.370 1.390 -0.296 0.15 -0.69 0.13
H 4.050 2.734 -0.489 0.07 0.10 0.00
H 5.684 0.928 -0.128 0.02 0.01 0.00
N 5.144 -1.647 0.304 -0.31 -0.35 0.06
C 6.504 -1.608 0.338 0.17 -0.53 0.27
O 7.175 -0.608 0.206 0.15 0.27 -0.09
C 7.118 -2.986 0.540 0.10 0.08 -0.15
C 7.044 -3.799 -0.752 0.04 0.00 0.13
H 6.013 -3.957 -1.062 -0.05 -0.06 -0.07
H 7.565 -3.276 -1.551 0.03 0.01 -0.10
H 7.514 -4.770 -0.613 0.01 -0.08 -0.05
H 6.602 -3.511 1.347 0.02 0.01 0.04
H 8.161 -2.847 0.825 -0.12 0.07 0.06
H 4.716 -2.553 0.437 0.20 0.12 0.00
H 2.547 -1.969 0.270 -0.05 -0.16 0.02
C -1.245 1.664 -0.498 -0.24 0.07 0.01
N -2.159 0.561 -0.699 0.12 0.12 -0.04
C -3.461 1.016 -1.149 -0.12 -0.13 -0.21
C -4.322 -0.197 -1.509 -0.11 0.42 -0.14
N -4.440 -1.069 -0.365 0.05 0.02 -0.18
C -5.552 -1.199 0.390 -0.19 -0.02 -0.13
O -5.600 -1.817 1.429 -0.15 -0.11 0.34
O -6.624 -0.578 -0.167 0.34 0.00 -0.14
C -7.866 -0.775 0.503 -0.37 -0.19 0.34
C -8.507 -2.101 0.123 0.31 0.29 0.01
H -9.479 -2.188 0.601 -0.13 -0.04 0.04
H -7.875 -2.921 0.454 0.00 -0.08 0.03
H -8.634 -2.164 -0.956 -0.07 -0.02 -0.09
H -7.698 -0.736 1.584 -0.07 0.08 -0.19
H -8.488 0.068 0.192 0.09 -0.08 0.07
C -3.157 -1.491 0.153 0.15 0.02 0.40
C -2.300 -0.272 0.484 0.03 -0.39 0.08
H -1.303 -0.595 0.782 -0.21 -0.01 0.08
H -2.770 0.290 1.313 0.00 0.00 -0.02
H -3.330 -2.094 1.044 0.07 0.03 -0.13
H -2.652 -2.088 -0.611 0.02 -0.01 0.05
H -5.312 0.117 -1.833 0.14 -0.04 -0.03
H -3.828 -0.754 -2.312 -0.05 0.08 -0.02
H -3.336 1.642 -2.036 -0.01 0.02 0.03
H -3.980 1.610 -0.372 0.02 -0.01 -0.05
H -1.311 2.311 -1.380 -0.02 0.02 0.13
H -1.528 2.273 0.385 0.02 0.01 -0.14
H 1.915 3.830 -1.378 -0.16 -0.03 -0.02
H 0.189 3.848 -0.969 0.08 -0.03 -0.04
H -0.519 4.385 1.454 -0.14 0.02 0.01
H 0.387 2.964 1.995 -0.06 -0.10 0.07
H 0.729 4.546 2.689 -0.04 0.01 0.11

***

3.
13
Properties=species:S:1:pos:R:3:forces:R:3 method="wB97M-V/def2-TZVPD" s_squared=0.755 total_charge=+2 homo_lumo_gap_ev="12.4 / 7.3" lumo_energy_ev="-9.922 / -15.100" molar_mass_g_mol=78.09 e_above_lowest_kj_mol=15.6 multiplicity=2 homo_energy_ev="-22.36 / -22.35"
C -1.359 -1.494 0.721 0.67 0.08 0.51
N -1.308 -0.779 -0.600 -0.08 0.10 -0.11
H -1.945 -2.408 0.687 -0.15 0.13 -0.36
H -0.335 -1.752 0.980 -0.06 -0.03 0.12
H -1.766 -0.805 1.457 -0.07 -0.07 -0.01
H -0.741 0.086 -0.543 -1.13 -0.83 0.00
H -2.263 -0.544 -0.882 0.09 0.08 -0.31
H -0.864 -1.346 -1.328 -0.35 -0.21 -0.04
O 0.726 1.003 -0.082 1.07 0.51 0.14
C 1.844 1.553 -0.247 1.51 0.91 -0.71
O 2.406 2.296 0.575 -1.14 0.12 1.67
H 2.364 1.391 -1.224 -0.58 -0.48 -0.16
H 3.243 2.798 0.488 0.22 -0.30 -0.72

***

4.
26
Properties=species:S:1:pos:R:3:forces:R:3 method="wB97M-V/def2-TZVPD" total_charge=0 homo_lumo_gap_ev=9.2 lumo_energy_ev=0.727 molar_mass_g_mol=153.23 e_above_lowest_kj_mol=221.9 smiles="[H]/N=C(/C)CC.Cn1ccnc1" homo_energy_ev=-8.49
C -3.945 -2.996 0.483 2.37 0.71 -1.36
C -3.953 -1.885 -0.285 -4.09 1.91 -0.39
C -1.961 -2.375 0.082 1.15 -2.19 1.89
C 1.039 2.276 1.161 0.13 1.72 -2.95
C 2.376 1.641 0.614 -4.14 -1.36 0.27
C 2.661 0.025 -1.403 1.81 -0.70 -2.81
C -2.089 -0.460 -1.355 0.35 1.65 4.35
C 1.998 0.398 -0.146 -1.07 -1.81 0.18
N -2.619 -3.344 0.677 -0.43 -0.02 0.21
N -2.704 -1.445 -0.458 0.89 0.78 -1.48
N 1.154 -0.509 0.220 -0.42 1.20 1.50
H -4.787 -3.572 0.619 -1.40 -1.36 0.97
H -4.859 -1.313 -0.590 1.06 -0.44 0.02
H 1.000 2.214 2.179 0.07 0.11 2.84
H 0.878 3.369 0.857 0.53 -1.48 0.45
H 0.128 1.766 0.830 0.40 -0.08 -0.31
H 2.907 1.244 1.412 1.30 -0.33 1.77
H 2.972 2.262 0.064 1.37 1.72 -1.41
H -0.917 -2.302 0.079 1.38 0.05 -0.09
H 1.989 -0.663 -2.024 0.80 1.22 0.83
H 3.051 0.900 -2.037 -0.74 -1.16 0.91
H 3.577 -0.641 -1.234 -1.04 1.00 0.12
H -1.901 -0.844 -2.281 0.35 -0.99 -2.55
H -2.786 0.371 -1.347 0.23 0.37 -0.49
H -1.088 -0.144 -0.841 -1.82 -0.49 -1.12
H 0.670 -0.311 1.151 0.94 -0.04 -1.36